The following is a DFT calculation (ωB97M-V/def2-TZVPD) of C27H27Cl2CrN2O2 as an isolated structure.

```
! RIJCOSX wB97M-V def2-TZVPD def2/J DEFGRID3
* xyz 1 5
Cr -0.105 0.577 0.125
Cl 1.137 3.546 2.887
Cl -0.351 3.152 0.373
O -0.257 1.138 -1.695
O -0.615 -0.301 1.972
N -0.625 -1.262 -0.465
N -0.671 -1.747 -1.639
C -1.409 -4.348 1.486
C -0.105 0.358 -5.170
C -0.822 0.322 3.247
C 2.413 -1.803 0.591
C -1.150 -2.467 2.970
C 2.445 -0.812 2.899
C 2.526 0.582 0.795
C 2.634 0.713 -0.593
C -0.448 -1.010 -2.739
C -0.436 -1.755 -3.992
C -0.581 -3.152 -4.036
C -0.252 -1.063 -5.201
C -0.274 0.406 -2.757
C -1.404 -3.818 2.767
C -0.547 -3.820 -5.237
C -0.296 3.968 1.964
C -0.219 -1.765 -6.420
C 2.597 -0.443 -1.374
C -0.904 -2.183 0.579
C -1.163 -3.533 0.393
C -0.899 -1.667 1.873
C 2.447 -0.678 1.402
C 2.479 -1.701 -0.799
C -0.122 1.063 -4.015
C 2.836 2.060 -1.231
C -0.365 -3.128 -6.442
C 2.427 -2.939 -1.649
H -0.077 -1.210 -7.339
H -0.568 1.370 3.120
H 2.241 -2.697 -2.694
H 1.716 -1.555 3.228
H 1.637 -3.609 -1.304
H 3.423 -1.149 3.249
H -0.157 -0.110 3.993
H -0.284 5.031 1.754
H -1.603 -4.451 3.621
H -0.014 2.139 -4.001
H 2.726 2.864 -0.504
H 2.666 -0.356 -2.454
H -0.340 -3.666 -7.379
H 2.335 -2.785 1.047
H 2.126 2.224 -2.042
H 3.369 -3.486 -1.589
H 2.601 1.469 1.415
H -1.174 -3.925 -0.613
H -1.156 -2.066 3.973
H 0.025 0.879 -6.111
H -0.663 -4.896 -5.251
H -1.863 0.210 3.548
H 2.233 0.140 3.385
H -1.610 -5.399 1.336
H 3.841 2.125 -1.652
H -1.184 3.682 2.516
H -0.720 -3.698 -3.115
*
```

Output
**E_LUMO (spin up / spin down)**: -3.517 / -3.759 eV
**⟨S²⟩**: 6.02

---

The following is a DFT calculation (ωB97M-V/def2-TZVPD) of C7H4F6IN2O4S3SbSe4Tc as an isolated structure at a distorted geometry.

```
! RIJCOSX wB97M-V def2-TZVPD def2/J DEFGRID3
* xyz 1 1
I -1.155 -2.291 2.899
Sb 4.188 -4.309 3.041
Tc 0.320 -0.732 1.227
Se 1.973 -2.097 1.850
Se 3.591 -5.323 5.032
Se 3.808 -1.748 3.237
Se 5.307 -4.984 1.129
S 0.786 2.156 -0.168
S -1.403 1.239 1.092
S 0.245 -2.286 -0.462
F 2.162 4.254 0.600
F 2.245 2.609 1.998
F -3.808 2.160 0.735
F 0.475 3.831 1.877
F -2.609 3.318 2.109
F -3.391 1.398 2.713
O -0.524 1.031 2.303
O 1.360 0.811 0.258
O 1.295 2.641 -1.395
O -1.774 -0.063 0.507
N -0.791 2.247 0.064
N -0.425 -0.134 -1.930
C -0.476 -1.458 -1.871
C -1.365 -0.291 -4.121
C 1.469 3.305 1.191
C -0.969 -2.285 -2.876
C -0.864 0.437 -3.038
C -2.939 2.116 1.718
C -1.424 -1.672 -4.033
H -1.697 0.226 -5.009
H -1.806 -2.265 -4.852
H -0.990 -3.359 -2.754
H -0.815 1.518 -3.072
*
```

Output
**ΔE to the lowest compared entry with this formula, charge and spin**: 0.0 kcal/mol
**E_LUMO (spin up / spin down)**: -6.554 / -6.551 eV

---

The following is a DFT calculation (ωB97M-V/def2-TZVPD) of C44H50N3ORuSSi as an isolated structure.

```
! RIJCOSX wB97M-V def2-TZVPD def2/J DEFGRID3
* xyz 1 1
Ru -1.834 0.262 0.190
S 0.275 -0.893 0.000
Si 0.521 2.862 -0.191
O -0.613 1.705 -0.103
N -2.346 -0.430 -1.502
N 0.894 -1.753 2.389
N 0.034 -3.376 0.900
C 0.495 5.270 -1.697
C -5.291 1.849 -3.427
C 0.561 -5.741 0.518
C 2.446 1.509 -3.579
C -1.586 4.753 -0.636
C 2.426 4.516 3.112
C -0.057 6.435 -2.214
C 1.151 2.142 2.492
C -4.199 2.468 -2.839
C -0.258 4.409 -0.895
C 3.191 2.103 -0.973
C 3.700 -1.989 4.029
C -2.628 -0.668 2.010
C 1.206 -2.482 3.620
C 2.335 3.512 4.068
C -4.425 -0.309 -2.800
C -3.335 0.315 -2.182
C -3.709 -0.531 1.106
C -1.134 -2.996 -3.871
C 1.866 2.297 -1.358
C -2.036 -1.699 -2.066
C 0.248 -4.670 1.558
C -3.932 0.858 0.869
C 3.763 1.325 -3.175
C -2.173 0.634 2.348
C 3.902 -0.889 2.991
C 1.694 2.321 3.757
C -5.397 0.460 -3.410
C 2.012 -5.757 0.039
C -2.028 -4.100 -1.937
C 2.476 -4.484 -0.661
C 1.511 1.992 -2.677
C -3.216 1.707 -2.222
C -2.147 5.911 -1.153
C -1.452 -1.763 -3.324
C -1.379 6.755 -1.944
C 2.633 -3.024 3.672
C 0.382 -2.142 1.226
C 4.135 1.624 -1.873
C -1.420 -4.168 -3.183
C -2.327 -2.867 -1.373
C 1.226 3.138 1.519
C -2.971 1.568 1.626
C 1.873 4.330 1.853
H -2.802 -2.799 -0.401
H -4.267 -1.345 0.671
H 4.787 -0.298 3.224
H 1.942 5.130 1.124
H 0.468 -3.269 3.757
H -0.643 -4.936 2.131
H -2.288 -5.010 -1.409
H 1.524 5.023 -1.935
H 2.131 -6.604 -0.640
H -6.246 -0.023 -3.875
H 3.495 2.327 0.044
H 3.480 -4.614 -1.066
H 4.499 0.954 -3.878
H 5.162 1.486 -1.558
H 2.155 1.284 -4.597
H -0.335 -3.429 -0.043
H -1.230 -0.847 -3.858
H 1.815 -4.219 -1.491
H 2.758 3.662 5.052
H 1.053 -1.774 4.438
H 3.068 -0.182 2.952
H -2.227 -1.601 2.374
H -1.812 7.661 -2.349
H 2.924 5.446 3.353
H -4.679 1.282 0.218
H 1.617 1.539 4.505
H -1.364 0.877 3.015
H -6.053 2.441 -3.916
H -0.661 -3.041 -4.843
H 4.643 -2.520 4.174
H 2.882 -3.473 2.704
H 0.656 1.212 2.233
H 2.655 -3.834 4.406
H 2.664 -5.968 0.893
H 2.512 -3.627 0.014
H -2.339 2.185 -1.803
H 3.457 -1.545 4.999
H 4.033 -1.305 1.990
H -4.091 3.544 -2.873
H -0.114 -5.618 -0.336
H -2.200 4.103 -0.021
H -4.511 -1.388 -2.785
H 1.082 -4.592 2.249
H 0.487 2.143 -3.007
H -1.183 -5.128 -3.622
H 0.315 -6.711 0.956
H 0.544 7.090 -2.832
H 1.180 -0.785 2.358
H -3.178 6.160 -0.937
H -2.823 2.636 1.616
*
```

Output
**ΔE to the lowest compared entry with this formula, charge and spin**: 0.0 kcal/mol
**E_LUMO (spin up / spin down)**: -3.937 / -3.943 eV